No. 1
# C32H37BO4S2

A cluster of 2 separate species, C32H37BO4S2 in total at a distorted geometry (ωB97M-V/def2-TZVPD, the OMol25 dataset).

ORCA input file:
```
! RIJCOSX wB97M-V def2-TZVPD def2/J DEFGRID3
* xyz 0 1
C -1.114 -0.482 -6.911
C -1.423 -0.461 -5.457
C -2.658 -0.441 -4.807
C -2.536 -0.530 -3.384
C -1.220 -0.621 -2.911
B -0.629 -0.064 -1.406
C -0.608 -1.707 -1.564
C -1.566 -2.649 -1.158
C -1.068 -3.972 -1.046
C 0.310 -4.058 -1.286
C 1.121 -5.290 -1.434
S 0.972 -2.532 -1.716
O 0.614 0.568 -1.441
C 0.183 1.952 -1.402
C 1.231 2.790 -0.734
C -0.026 2.412 -2.852
C -1.203 1.934 -0.580
C -1.216 2.094 0.937
C -2.187 2.931 -1.135
O -1.692 0.587 -0.751
S -0.167 -0.643 -4.274
H -1.971 -0.138 -7.498
H -0.262 0.178 -7.102
H -0.831 -1.485 -7.248
H -3.607 -0.351 -5.370
H -3.420 -0.582 -2.735
H -2.596 -2.327 -1.056
H -1.675 -4.849 -0.819
H 0.721 -6.120 -0.844
H 1.100 -5.577 -2.495
H 2.163 -5.092 -1.147
H 0.741 3.710 -0.403
H 1.679 2.289 0.122
H 2.018 3.062 -1.434
H -0.115 3.511 -2.862
H 0.845 2.138 -3.469
H -0.930 1.951 -3.295
H -0.926 3.098 1.245
H -2.244 1.902 1.302
H -0.546 1.359 1.383
H -1.825 3.927 -0.863
H -2.279 2.865 -2.233
H -3.172 2.804 -0.677
C -4.099 -0.483 5.189
O -3.784 -1.539 4.241
C -2.524 -1.579 3.737
C -2.260 -2.452 2.656
C -1.057 -2.386 1.993
C -0.202 -1.259 2.222
C 0.728 -0.789 1.281
C 1.730 0.181 1.644
C 3.102 0.093 1.215
C 4.081 0.912 1.755
C 3.696 2.079 2.464
O 4.708 2.892 2.845
C 5.946 2.261 2.348
C 5.575 0.872 1.780
C 2.351 2.280 2.788
C 1.430 1.303 2.484
C -0.296 -0.698 3.534
C -1.459 -0.805 4.248
H -5.172 -0.565 5.363
H -3.570 -0.604 6.143
H -3.858 0.493 4.754
H -3.046 -3.169 2.438
H -0.743 -3.220 1.361
H 0.836 -1.307 0.324
H 3.399 -0.678 0.515
H 6.341 2.925 1.562
H 6.676 2.242 3.170
H 5.978 0.129 2.490
H 5.989 0.698 0.772
H 2.091 3.156 3.371
H 0.425 1.479 2.877
H 0.566 -0.221 4.024
H -1.564 -0.329 5.226
*
```

Output
Max |F|, eV/Å: 3.245
Lowest unoccupied orbital energy, Ha: -0.05857
Kohn-Sham gap, eV: 3.319
Energy, eV: -64317.444

No. 2
# C32H37BrN5O5PbS

A structure of composition C32H37BrN5O5PbS (ωB97M-V/def2-TZVPD, the OMol25 dataset).

ORCA input file:
```
! RIJCOSX wB97M-V def2-TZVPD def2/J DEFGRID3
* xyz 1 1
Pb -1.322 -0.266 -0.906
O -3.151 1.384 -0.367
C -4.573 1.181 -0.344
C -5.071 0.703 1.005
C -4.337 -0.535 1.540
C -4.360 -1.692 0.585
C -5.355 -2.662 0.666
C -5.384 -3.701 -0.245
C -4.414 -3.751 -1.235
C -3.458 -2.757 -1.253
N -3.417 -1.753 -0.369
H -2.893 2.107 0.219
H -4.767 0.442 -1.120
H -5.072 2.107 -0.636
H -6.142 0.500 0.911
H -4.972 1.507 1.740
H -4.805 -0.839 2.477
H -3.305 -0.280 1.774
H -6.097 -2.592 1.450
H -6.152 -4.461 -0.186
H -4.395 -4.538 -1.975
H -2.684 -2.762 -2.013
C 4.584 5.866 -1.194
C 4.645 4.739 -0.150
C 4.831 5.344 1.252
C 5.849 3.850 -0.460
C 3.334 3.973 -0.187
C 3.276 2.599 -0.473
C 2.069 1.972 -0.522
Br 2.021 0.128 -0.899
C 0.804 2.662 -0.312
O -0.278 2.062 -0.469
C 0.889 4.070 0.074
C 2.130 4.650 0.086
C -0.313 4.942 0.453
C -1.660 4.217 0.530
C -0.051 5.549 1.843
C -0.445 6.069 -0.584
H 5.517 6.430 -1.174
H 3.769 6.563 -0.998
H 4.453 5.461 -2.199
H 5.771 5.897 1.286
H 4.868 4.563 2.014
H 4.030 6.036 1.511
H 6.757 4.453 -0.426
H 5.785 3.411 -1.458
H 5.963 3.047 0.271
H 4.179 2.036 -0.658
H 2.199 5.701 0.331
H -1.618 3.378 1.230
H -1.977 3.868 -0.452
H -2.402 4.929 0.897
H 0.062 4.766 2.595
H -0.897 6.177 2.129
H 0.841 6.173 1.865
H -0.631 5.663 -1.580
H 0.453 6.685 -0.630
H -1.282 6.716 -0.318
O 0.530 -10.537 -2.475
S 1.592 -9.543 -2.545
O 1.389 -8.611 -3.627
O 2.887 -10.195 -2.588
C 1.522 -8.614 -1.007
N 1.860 -9.293 0.074
C 1.799 -8.604 1.207
C 1.404 -7.274 1.245
C 1.059 -6.678 0.043
N 1.127 -7.366 -1.101
C 0.605 -5.266 -0.079
C 0.566 -4.666 -1.335
C 0.130 -3.360 -1.432
N -0.264 -2.638 -0.379
C -0.221 -3.210 0.825
C 0.204 -4.513 1.016
H 2.079 -9.131 2.112
H 1.386 -6.739 2.183
H 0.868 -5.217 -2.214
H 0.095 -2.868 -2.399
H -0.534 -2.597 1.661
H 0.196 -4.918 2.018
N -0.746 -0.037 2.497
C -0.931 -0.111 1.359
*
```

Output
Max |F|, eV/Å: 0.172
Lowest unoccupied orbital energy (alpha / beta), Ha: -0.17275 / -0.21799
Kohn-Sham gap (alpha / beta), eV: 7.263 / 5.104
Energy, eV: -137590.291

No. 3
# C32H37MoN3O2S3

A structure of composition C32H37MoN3O2S3 (ωB97M-V/def2-TZVPD, the OMol25 dataset).

ORCA input file:
```
! RIJCOSX wB97M-V def2-TZVPD def2/J DEFGRID3
* xyz 2 1
Mo -0.613 -1.277 0.566
C 3.661 -1.990 -1.375
C 3.228 -1.881 0.090
C 4.465 -1.900 1.006
C 2.292 -2.988 0.511
C 2.504 -4.292 0.118
C 1.682 -5.318 0.575
C 0.640 -5.078 1.461
C 0.388 -3.798 1.922
C -0.632 -3.534 3.021
C -1.582 -4.707 3.255
C 0.082 -3.201 4.340
C 1.202 -2.738 1.403
N 0.878 -1.427 1.769
C 1.413 -0.512 2.666
O 2.400 -0.638 3.325
C 0.447 0.632 2.715
C 0.502 1.722 3.552
C -0.581 2.599 3.557
C -1.692 2.339 2.764
C -1.657 1.232 1.940
N -0.596 0.431 1.904
C -2.761 0.745 1.058
O -3.868 1.194 1.051
N -2.283 -0.316 0.277
C -2.969 -0.642 -0.934
C -3.259 0.349 -1.881
C -3.979 -0.044 -3.006
C -4.327 -1.366 -3.217
C -3.924 -2.347 -2.321
C -3.231 -1.995 -1.178
C -2.826 -3.038 -0.162
C -2.630 -4.437 -0.729
C -3.741 -3.014 1.052
C -2.746 1.773 -1.790
C -3.883 2.793 -1.736
C -1.802 2.055 -2.967
H 4.232 -1.105 -1.651
H 4.309 -2.852 -1.534
H 2.812 -2.074 -2.056
H 2.718 -0.922 0.228
H 5.019 -2.830 0.868
H 5.124 -1.071 0.750
H 4.192 -1.812 2.057
H 3.323 -4.527 -0.546
H 1.871 -6.332 0.247
H 0.051 -5.908 1.821
H -1.250 -2.658 2.740
H -1.055 -5.528 3.742
H -2.388 -4.402 3.921
H -2.020 -5.091 2.334
H 0.676 -4.060 4.656
H 0.757 -2.352 4.268
H -0.655 -2.997 5.116
H 1.362 1.863 4.193
H -0.569 3.467 4.202
H -2.575 2.964 2.780
H -4.248 0.700 -3.744
H -4.883 -1.644 -4.101
H -4.158 -3.382 -2.526
H -1.708 -2.850 0.196
H -3.602 -4.869 -0.972
H -2.019 -4.422 -1.631
H -2.162 -5.087 0.009
H -4.744 -3.264 0.698
H -3.459 -3.747 1.804
H -3.806 -2.025 1.503
H -2.143 1.887 -0.884
H -4.477 2.765 -2.651
H -4.548 2.601 -0.895
H -3.478 3.801 -1.640
H -2.336 2.020 -3.917
H -1.364 3.048 -2.867
H -0.993 1.322 -3.011
S 2.305 1.466 -2.959
C 1.730 1.946 -1.612
S 0.227 -1.012 -1.260
S 1.155 2.440 -0.252
*
```

Output
Max |F|, eV/Å: 0.701
Lowest unoccupied orbital energy, Ha: -0.30660
Kohn-Sham gap, eV: 6.001
Energy, eV: -76697.882

No. 4
# C32H37N2O2PRe

A structure of composition C32H37N2O2PRe (ωB97M-V/def2-TZVPD, the OMol25 dataset).

ORCA input file:
```
! RIJCOSX wB97M-V def2-TZVPD def2/J DEFGRID3
* xyz 2 2
Re 0.055 -0.650 0.411
O 1.800 -3.569 2.357
C 0.974 -2.873 1.876
O 1.154 -1.515 1.687
C -0.402 -3.308 1.440
C -0.869 -4.606 1.621
C -2.145 -4.894 1.203
C -2.951 -3.896 0.623
C -4.276 -4.131 0.181
C -5.005 -3.119 -0.370
C -4.458 -1.821 -0.501
C -3.184 -1.558 -0.082
C -2.411 -2.595 0.476
N -1.135 -2.339 0.886
H -0.224 -5.342 2.081
H -2.545 -5.894 1.320
H -4.698 -5.121 0.291
H -6.018 -3.299 -0.703
H -5.064 -1.032 -0.925
H -2.775 -0.550 -0.145
C -1.489 3.276 3.041
C -1.536 1.987 2.215
C -2.083 0.833 3.059
P 0.049 1.539 1.404
C 1.531 1.795 2.456
C 1.934 3.260 2.623
C 1.393 1.088 3.805
C 0.251 2.499 -0.127
C 0.094 3.872 -0.295
C 0.360 4.479 -1.521
C 0.221 5.961 -1.697
C 0.785 3.680 -2.586
C 0.934 2.309 -2.457
C 0.660 1.733 -1.227
N 0.766 0.346 -0.977
C 1.320 -0.682 -1.803
C 2.665 -1.063 -1.581
C 3.518 -0.349 -0.574
C 3.170 -2.106 -2.335
C 2.400 -2.756 -3.300
C 2.980 -3.866 -4.119
C 1.087 -2.336 -3.519
C 0.525 -1.296 -2.798
C -0.852 -0.800 -3.128
H -2.506 3.549 3.321
H -1.057 4.120 2.510
H -0.925 3.127 3.962
H -2.206 2.143 1.359
H -1.455 0.636 3.926
H -2.180 -0.094 2.487
H -3.074 1.100 3.424
H 2.309 1.289 1.872
H 1.240 3.798 3.268
H 2.013 3.785 1.671
H 2.914 3.292 3.098
H 0.679 1.602 4.448
H 2.358 1.110 4.310
H 1.096 0.044 3.707
H -0.213 4.495 0.533
H -0.104 6.442 -0.777
H -0.505 6.192 -2.476
H 1.172 6.404 -1.994
H 1.005 4.146 -3.538
H 1.262 1.702 -3.291
H 3.426 0.734 -0.675
H 4.563 -0.614 -0.714
H 3.248 -0.618 0.450
H 4.195 -2.420 -2.177
H 3.875 -4.277 -3.658
H 3.252 -3.492 -5.109
H 2.256 -4.667 -4.261
H 0.496 -2.828 -4.281
H -1.434 -1.579 -3.616
H -0.797 0.050 -3.812
H -1.408 -0.463 -2.249
*
```

Output
Max |F|, eV/Å: 0.876
Lowest unoccupied orbital energy (alpha / beta), Ha: -0.28842 / -0.28240
<S²>: 0.770
Kohn-Sham gap (alpha / beta), eV: 6.194 / 6.549
Energy, eV: -52265.443